Formula: C38H47BrGeN3O4SV
Source: the OMol25 dataset
Level of theory: the ωB97M-V functional and the def2-TZVPD basis

Total charge: -1
<S²>: 0.881
Spin multiplicity: 2
Kohn-Sham gap (spin up / spin down): 0.2489 / 0.2573 Ha

XYZ file:
```
96
Properties=species:S:1:pos:R:3:mulliken_spin:R:1
V 0.05752 -0.13512 -0.11807 1.153
C 3.04310 -0.55518 0.86329 0.005
N 1.84748 0.12128 1.38030 -0.003
C 2.18219 1.52535 1.67815 0.009
C 1.30493 -0.48860 2.57914 0.015
C 2.15430 -1.00168 3.54106 0.005
C 1.66325 -1.58609 4.69819 -0.004
C 0.29350 -1.64294 4.85561 0.001
C -0.56367 -1.13231 3.89171 -0.007
C -0.10560 -0.50918 2.71868 0.000
N -0.83362 0.05057 1.66768 -0.010
C -2.20357 0.36807 1.73771 -0.041
C -3.19435 -0.36456 2.39203 -0.014
C -4.54142 -0.02159 2.31772 0.000
C -4.95126 1.05237 1.55651 -0.002
C -3.98892 1.80063 0.88664 0.005
C -2.64351 1.48578 0.98136 0.026
N -1.64412 2.24373 0.31932 -0.008
C -0.90981 3.10310 1.24225 0.006
C -2.05488 3.00680 -0.84165 0.006
H 3.89313 -0.44517 1.54609 0.001
H 3.30650 -0.11179 -0.09512 0.002
H 2.82548 -1.60794 0.70536 -0.004
H 3.04845 1.56450 2.35014 0.000
H 1.33940 1.99836 2.17131 -0.003
H 2.40595 2.07273 0.76732 0.002
H 3.22311 -0.95103 3.38246 0.000
H 2.33609 -1.99266 5.44162 0.000
H -0.13627 -2.11309 5.73205 0.000
H -1.61111 -1.25614 4.07684 -0.001
H -2.95829 -1.29738 2.86902 0.001
H -5.26814 -0.64686 2.82217 0.000
H -6.00034 1.30283 1.46244 0.000
H -4.29156 2.64484 0.28179 0.001
H -1.52149 3.97216 1.53152 0.000
H 0.00434 3.45120 0.75874 0.001
H -0.66224 2.54590 2.14223 -0.001
H -2.66258 3.88682 -0.57626 0.001
H -2.61702 2.37467 -1.52560 -0.003
H -1.15517 3.36308 -1.34590 0.000
O 1.77468 3.22557 -1.14124 -0.003
C 1.53835 2.11290 -1.57202 -0.012
O 0.63162 1.31996 -1.04137 -0.030
C 2.19449 1.51974 -2.76313 0.012
C 2.85672 2.39081 -3.63179 0.001
C 3.46205 1.92994 -4.78084 0.003
C 3.41017 0.56491 -5.06144 -0.001
C 2.77206 -0.30615 -4.20537 0.007
C 2.14778 0.13653 -3.02324 0.005
S 1.46564 -1.09206 -1.98084 -0.041
H 2.87174 3.44165 -3.37182 0.000
H 3.96322 2.61440 -5.45314 0.000
H 3.87539 0.17979 -5.96162 0.000
H 2.74286 -1.36597 -4.42663 0.000
C -0.11993 -5.62439 -3.55294 0.000
C -0.62006 -4.23606 -3.93539 -0.001
C -1.10774 -3.43900 -2.73170 0.023
C -1.55708 -2.02505 -3.08018 -0.056
Ge -2.02844 -0.95372 -1.48428 0.144
C -3.53350 -1.89230 -0.60197 -0.027
C -4.90082 -1.72476 -1.26817 -0.010
C -5.13082 -2.61512 -2.48365 -0.002
C -6.54244 -2.48430 -3.04380 -0.001
H 0.21665 -6.19052 -4.42411 0.000
H -0.90827 -6.20062 -3.06178 0.000
H 0.71520 -5.55393 -2.85213 0.000
H -1.43021 -4.31883 -4.66857 0.000
H 0.18304 -3.67144 -4.42005 0.000
H -0.29274 -3.38977 -2.00268 0.002
H -1.92767 -3.98337 -2.24678 0.002
H -2.42721 -2.05760 -3.74305 0.001
H -0.75968 -1.50050 -3.60771 -0.004
H -2.69103 0.34252 -2.06293 -0.022
H -3.58102 -1.52312 0.41753 0.026
H -3.26818 -2.94888 -0.51716 0.001
H -5.05007 -0.67825 -1.55958 -0.005
H -5.68598 -1.94502 -0.53226 -0.001
H -4.93938 -3.65636 -2.20283 0.000
H -4.40588 -2.37063 -3.26278 0.002
H -7.28605 -2.77388 -2.29707 0.000
H -6.69029 -3.11236 -3.92463 0.000
H -6.75040 -1.45080 -3.33092 0.000
Br 2.79110 -8.31664 0.80529 0.000
C 1.84473 -6.66658 0.80886 0.001
C 2.35787 -5.59363 0.10107 0.003
C 1.66291 -4.39237 0.10916 0.004
C 0.47053 -4.27544 0.81454 -0.006
C -0.02813 -5.36833 1.51109 0.005
C 0.65777 -6.57275 1.51626 0.000
C -0.31141 -2.98467 0.81676 -0.036
O -1.43876 -2.94342 1.26944 -0.004
O 0.35374 -1.99341 0.29900 -0.119
H 3.28088 -5.69461 -0.45310 0.000
H 2.03460 -3.54320 -0.45145 -0.003
H -0.96333 -5.25567 2.04355 0.001
H 0.27750 -7.42746 2.05841 0.000
```